# 1
Density functional theory data (ωB97M-V/def2-TZVPD) for the molecule C3H7N3S.

Last column: Mulliken charge in e.
Element x y z (Å)
1 C 2.438 -0.502 0.247  -1.123
2 C 1.106 0.153 -0.133  0.468
3 S 0.953 1.768 -0.414  -0.394
4 N 0.066 -0.716 -0.001  -0.105
5 N -1.180 -0.661 -0.829  -0.574
6 C -2.261 -0.013 -0.347  0.169
7 N -2.284 0.850 0.635  -0.402
8 H 2.928 0.032 0.981  0.299
9 H 2.369 -1.561 0.446  0.323
10 H 3.001 -0.486 -0.645  0.343
11 H 0.544 -1.711 -0.219  0.301
12 H -3.158 0.021 -1.116  0.240
13 H -1.340 1.513 0.646  0.192
14 H -3.181 1.312 0.751  0.263

## Properties
Charge: 0
HOMO energy: -8.6 eV
Energy above the lowest of the compared OMol25 structures with the same formula, charge and spin: 265.8 kJ/mol
Maximum force: 5.6 eV Å⁻¹
Frontier orbital gap: 9.287 eV
SMILES string: CC(=S)N/N=C\N



# 2
Density functional theory data (ωB97M-V/def2-TZVPD) for a cluster of 2 separate species, C3H7N3S in total.

Last column: Mulliken charge in e.
Element x y z (Å)
1 C -2.532 0.226 -0.233  0.480
2 C 1.509 -1.737 -0.107  -0.620
3 C 0.623 2.003 0.395  -0.695
4 N -3.062 -0.939 -0.102  -0.688
5 N -2.165 1.345 -0.202  -0.650
6 N 1.340 -0.389 0.160  -0.123
7 S 0.570 0.587 -0.673  0.334
8 H 2.579 -1.891 -0.264  0.282
9 H 1.052 -2.297 0.858  0.245
10 H 0.982 -2.095 -1.076  0.276
11 H -0.383 2.517 0.633  0.359
12 H 1.360 2.750 0.069  0.333
13 H 0.956 1.510 1.365  0.272
14 H -2.829 -1.594 -0.825  0.195

## Properties
Charge: 0
HOMO energy: -7.4 eV
Energy above the lowest of the compared OMol25 structures with the same formula, charge and spin: 508.2 kJ/mol
Maximum force: 3.4 eV Å⁻¹
Frontier orbital gap: 4.996 eV



# 3
Density functional theory data (ωB97M-V/def2-TZVPD) for the molecule C3H7N3S2.

Last column: Mulliken charge in e.
Element x y z (Å)
1 H -1.965 1.895 -1.808  0.279
2 N -2.023 1.151 -1.069  -0.687
3 C -0.892 0.786 -0.582  0.571
4 S -0.944 -0.509 0.727  -0.056
5 C 0.602 -1.216 0.667  -0.059
6 S 0.963 -2.715 1.466  -0.185
7 N 0.400 1.189 -1.045  0.140
8 C 0.260 2.180 -2.132  -1.215
9 N 1.124 1.672 0.068  -0.669
10 H 1.451 -0.645 0.032  0.233
11 H 1.296 2.539 -2.376  0.302
12 H -0.142 3.162 -1.808  0.392
13 H -0.291 1.701 -2.921  0.468
14 H 0.790 2.603 0.452  0.242
15 H 2.240 1.727 -0.044  0.244

## Properties
Charge: 0
HOMO energy: -8.5 eV
Energy above the lowest of the compared OMol25 structures with the same formula, charge and spin: 325.0 kJ/mol
Maximum force: 3.6 eV Å⁻¹
Frontier orbital gap: 8.203 eV
SMILES string: [H]/N=C(/SC=S)N(C)N



> Among the records above, which one has the lowest HOMO energy?

number 1